This record from OMol25 describes a cluster of 18 separate species, C21H74O20 in total. The level of theory is ωB97M-V/def2-TZVPD.

Net charge   0
LUMO   -0.03 eV
Maximum force   3.67 eV/Å
Orbital gap   9.86 eV
Electronic energy   -63917.637 eV
Spin multiplicity   1
HOMO energy   -9.893 eV

Positions of all 115 atoms, in Å:
C  0.722  4.625  -0.527
O  -0.037  3.499  -1.098
H  -0.013  5.428  -0.473
H  1.035  4.328  0.474
H  1.564  4.954  -1.136
H  -0.879  3.620  -0.654
C  -2.224  -3.320  -4.552
O  -0.929  -3.915  -4.984
H  -2.942  -3.390  -5.368
H  -2.572  -3.889  -3.689
H  -2.067  -2.252  -4.400
H  -0.272  -3.315  -5.343
C  -0.153  -2.255  3.720
O  -0.051  -2.936  2.507
H  0.527  -1.420  3.887
H  -1.179  -1.886  3.696
H  -0.103  -2.982  4.530
H  0.492  -3.727  2.539
C  0.621  3.815  6.363
O  0.162  2.714  5.564
H  -0.167  4.567  6.402
H  0.786  3.573  7.413
H  1.569  4.208  5.995
H  0.295  2.987  4.653
C  -0.628  -5.619  -1.019
O  -1.068  -6.047  -2.299
H  -0.518  -6.400  -0.267
H  0.318  -5.078  -1.026
H  -1.450  -5.078  -0.550
H  -0.884  -5.421  -3.003
C  -2.456  2.057  3.200
O  -3.058  3.361  3.565
H  -2.594  1.788  2.153
H  -1.455  1.869  3.588
H  -3.124  1.341  3.679
H  -3.475  3.205  4.416
C  1.449  -0.326  -6.176
O  0.696  -0.381  -4.932
H  2.528  -0.348  -6.027
H  1.215  -1.237  -6.728
H  1.071  0.476  -6.809
H  0.503  0.470  -4.531
C  -5.552  -1.496  -4.026
O  -4.561  -0.493  -3.860
H  -5.677  -1.626  -5.101
H  -5.412  -2.447  -3.514
H  -6.501  -1.090  -3.675
H  -4.432  -0.264  -2.937
C  -3.068  1.661  -1.455
O  -3.760  0.425  -1.308
H  -2.630  1.637  -2.453
H  -3.843  2.421  -1.559
H  -2.416  1.757  -0.587
H  -4.239  0.447  -0.476
C  -3.040  -3.834  4.513
O  -3.428  -2.651  5.089
H  -3.908  -4.475  4.355
H  -2.636  -3.726  3.506
H  -2.301  -4.340  5.135
H  -2.655  -2.284  5.525
C  6.353  2.196  -0.633
O  7.572  2.826  -1.176
H  6.371  1.114  -0.501
H  6.145  2.648  0.337
H  5.496  2.349  -1.290
H  8.258  2.366  -0.688
C  2.299  2.022  -3.122
O  1.002  1.519  -2.940
H  2.292  3.080  -3.384
H  2.842  1.838  -2.195
H  2.775  1.432  -3.905
H  0.617  2.058  -2.245
C  0.030  -0.410  0.070
O  1.248  -0.129  -0.650
H  -0.682  0.370  -0.200
H  -0.362  -1.413  -0.098
H  0.175  -0.366  1.150
H  1.023  0.293  -1.483
C  3.404  -1.755  -2.839
O  2.702  -2.173  -4.043
H  4.074  -2.562  -2.545
H  3.885  -0.789  -2.992
H  2.724  -1.663  -1.992
H  1.822  -1.790  -4.014
C  1.848  2.673  2.783
O  1.103  3.721  3.262
H  1.531  1.683  3.110
H  1.837  2.683  1.693
H  2.866  2.609  3.168
H  0.300  3.855  2.753
C  -4.896  -1.552  1.837
O  -5.438  -2.171  2.944
H  -4.481  -0.604  2.178
H  -4.347  -2.165  1.121
H  -5.657  -1.133  1.179
H  -4.747  -2.216  3.609
C  -2.868  5.718  -0.900
O  -2.704  4.559  -0.161
H  -3.938  5.923  -0.868
H  -2.339  6.627  -0.615
H  -2.772  5.418  -1.944
H  -2.187  4.780  0.617
C  5.331  -2.606  0.262
C  4.186  -1.656  0.592
C  2.871  -2.133  1.334
O  3.140  -2.034  2.750
C  4.063  -1.056  2.863
O  4.248  -0.400  3.893
O  4.572  -0.750  1.613
H  5.287  -3.451  0.949
H  6.315  -2.138  0.254
H  5.132  -2.968  -0.746
H  3.945  -0.924  -0.179
H  2.556  -3.103  0.950
H  1.979  -1.534  1.155

This record from OMol25 describes a cluster of 25 separate species, C21H81ClF2N4O26PSi in total. The level of theory is ωB97M-V/def2-TZVPD.

Net charge   +1
LUMO   -3.04 eV
Maximum force   1.81 eV/Å
Orbital gap   7.81 eV
Relative energy (zero: lowest compared OMol25 entry of this formula, charge and spin)   0.0 kJ/mol
Electronic energy   -117407.325 eV
Spin multiplicity   1
HOMO energy   -10.855 eV

Positions of all 137 atoms, in Å:
C  2.903  3.744  0.034
C  4.390  3.434  -0.304
N  4.454  2.377  -1.338
C  5.474  1.376  -1.090
C  5.111  -0.037  -1.681
C  4.537  -0.822  -0.551
N  5.163  -1.641  0.297
C  6.586  -1.953  0.271
N  6.833  -3.372  0.478
C  4.254  -2.095  1.226
C  3.031  -1.568  0.968
C  1.782  -1.793  1.800
F  2.085  -2.884  2.560
F  1.697  -0.748  2.667
C  0.483  -2.080  1.083
C  -0.699  -2.022  2.125
Si  -1.865  -0.530  1.963
C  -1.076  1.135  2.342
C  -3.222  -0.784  3.251
C  -2.719  -0.595  0.280
C  -2.222  -0.031  -0.901
C  -2.925  -0.153  -2.098
C  -4.159  -0.810  -2.155
C  -4.658  -1.372  -0.977
C  -3.952  -1.262  0.216
N  3.242  -0.766  -0.166
P  2.106  0.255  -1.103
O  1.021  0.817  -0.033
Cl  1.121  -1.173  -2.293
C  4.517  2.914  -2.667
C  3.589  2.291  -3.702
O  5.241  3.821  -2.977
H  2.725  4.817  0.113
H  2.588  3.263  0.964
H  2.243  3.396  -0.764
H  4.819  4.380  -0.640
H  4.869  3.155  0.644
H  6.469  1.677  -1.448
H  5.569  1.263  -0.012
H  4.419  0.021  -2.518
H  6.052  -0.485  -2.001
H  7.063  -1.563  -0.627
H  7.045  -1.421  1.113
H  7.704  -3.606  0.013
H  6.113  -3.902  -0.007
H  4.543  -2.754  2.030
H  0.506  -3.093  0.682
H  0.260  -1.375  0.286
H  -1.307  -2.909  1.927
H  -0.342  -2.073  3.155
H  -1.705  1.702  3.029
H  -0.971  1.756  1.446
H  -0.084  1.085  2.805
H  -2.786  -0.528  4.219
H  -3.981  -0.027  3.038
H  -3.617  -1.796  3.232
H  -1.277  0.500  -0.889
H  -2.539  0.262  -3.026
H  -4.738  -0.907  -3.066
H  -5.606  -1.913  -0.979
H  -4.391  -1.739  1.084
H  1.388  0.929  0.861
H  4.088  1.460  -4.208
H  2.681  1.916  -3.230
H  3.294  3.065  -4.407
O  -7.620  0.129  -0.391
H  -7.986  -0.742  -0.178
H  -6.708  -0.050  -0.644
O  -6.444  -3.760  -1.777
H  -6.819  -4.625  -1.565
H  -5.533  -3.954  -2.024
O  -0.120  3.170  -2.725
H  0.035  2.378  -2.195
H  0.706  3.671  -2.675
O  6.299  2.227  1.937
H  6.300  1.490  2.564
H  7.165  2.634  2.058
O  -3.195  1.212  5.553
H  -3.548  2.003  5.970
H  -2.760  0.749  6.278
O  -1.535  1.586  7.939
H  -0.583  1.653  8.059
H  -1.888  2.332  8.434
O  -5.774  -2.770  3.864
H  -6.135  -1.974  4.269
H  -5.351  -3.235  4.592
O  -2.464  -1.555  6.142
H  -1.540  -1.282  6.120
H  -2.420  -2.517  6.128
O  -10.181  1.480  -1.405
H  -10.656  1.769  -0.619
H  -9.257  1.448  -1.113
O  6.287  -0.913  3.445
H  5.609  -1.116  2.793
H  5.982  -1.327  4.259
O  3.337  -2.492  -4.707
H  2.888  -2.152  -3.926
H  4.271  -2.496  -4.477
O  -12.295  3.768  -2.177
H  -11.832  2.995  -1.834
H  -13.116  3.417  -2.533
O  7.296  6.235  -2.778
H  6.869  5.402  -2.549
H  8.207  5.994  -2.968
O  -3.234  3.729  2.795
H  -3.942  3.574  2.161
H  -3.514  3.251  3.583
O  -2.314  -2.909  -3.662
H  -1.364  -2.857  -3.524
H  -2.672  -2.156  -3.170
O  2.550  5.612  -3.190
H  2.146  5.697  -4.060
H  3.484  5.452  -3.375
O  -5.682  -4.310  1.139
H  -6.340  -3.831  0.621
H  -5.717  -3.906  2.015
O  -5.706  1.929  -1.805
H  -6.147  2.013  -2.660
H  -4.779  1.812  -2.034
O  -8.973  -2.375  -0.687
H  -9.918  -2.188  -0.676
H  -8.818  -2.802  -1.536
O  8.080  1.198  -2.985
H  7.671  1.272  -3.855
H  9.001  0.996  -3.180
O  9.049  -2.382  -1.360
H  9.342  -2.607  -2.249
H  9.454  -1.522  -1.193
O  -5.679  1.310  -4.816
H  -6.130  1.402  -5.662
H  -4.753  1.193  -5.052
O  -7.499  -6.630  -0.914
H  -7.061  -7.409  -0.558
H  -8.325  -6.961  -1.279
O  9.829  -1.168  1.866
H  10.248  -1.919  2.299
H  9.003  -1.519  1.522